The following is a DFT calculation (ωB97M-V/def2-TZVPD) of 7 unconnected molecules or ions with the total composition C26H34Br12F5O3P at a distorted geometry.

Last columns: bonded neighbours and bond lengths (Å).
Cartesian coordinates (Å):
1 C 0.00 4.62 0.49  P2 1.872, H24 1.127, H25 1.118, H26 1.142
2 P -0.99 3.06 0.16  C1 1.872, C3 1.879, C4 1.846
3 C -2.49 2.91 1.27  P2 1.879, H27 1.140, H28 1.124, H29 1.123
4 C -1.40 2.86 -1.63  P2 1.846, C5 1.387, C22 1.584
5 C -1.89 1.76 -2.32  C4 1.387, C6 1.584, C19 1.553
6 C -2.21 0.36 -1.66  C5 1.584, F7 1.377, F8 1.406, C9 1.579
7 F -2.60 -0.59 -2.58  C6 1.377
8 F -3.24 0.62 -0.74  C6 1.406
9 C -0.88 -0.09 -0.92  C6 1.579, C10 1.458, C18 1.477
10 C -0.86 -0.43 0.49  C9 1.458, C11 1.480, H30 1.118
11 C 0.45 -0.79 1.08  C10 1.480, C12 1.473, H31 1.116
12 C 1.65 -0.77 0.23  C11 1.473, C13 1.464, H32 1.113
13 C 1.61 -0.44 -1.19  C12 1.464, C14 1.561, C18 1.460
14 C 2.85 -0.39 -2.13  C13 1.561, F15 1.392, F16 1.364, F17 1.375
15 F 3.27 0.93 -2.21  C14 1.392
16 F 3.84 -1.20 -1.65  C14 1.364
17 F 2.44 -0.73 -3.40  C14 1.375
18 C 0.32 -0.09 -1.78  C9 1.477, C13 1.460, H33 1.114
19 C -2.05 2.04 -3.84  C5 1.553, O20 1.187, O21 1.398
20 O -2.30 1.26 -4.70  C19 1.187
21 O -1.78 3.40 -3.99  C19 1.398, C22 1.400
22 C -1.28 3.93 -2.79  C4 1.584, O21 1.400, O23 1.192
23 O -0.85 5.04 -2.71  C22 1.192
24 H -0.28 5.01 1.51  C1 1.127
25 H -0.05 5.40 -0.31  C1 1.118
26 H 1.09 4.30 0.58  C1 1.142
27 H -2.34 1.99 1.92  C3 1.140
28 H -3.45 2.74 0.70  C3 1.124
29 H -2.56 3.78 1.98  C3 1.123
30 H -1.79 -0.43 1.12  C10 1.118
31 H 0.57 -1.06 2.16  C11 1.116
32 H 2.62 -1.01 0.71  C12 1.113
33 H 0.24 0.18 -2.86  C18 1.114
34 Br 3.28 -4.00 -0.31  C35 1.947
35 C 4.23 -4.36 -1.97  Br34 1.947, C36 1.507, H38 1.088, H39 1.090
36 C 3.80 -5.67 -2.58  C35 1.507, Br37 1.948, H40 1.090, H41 1.088
37 Br 4.59 -7.18 -1.64  C36 1.948
38 H 5.30 -4.33 -1.74  C35 1.088
39 H 3.98 -3.53 -2.63  C35 1.090
40 H 4.16 -5.76 -3.60  C36 1.090
41 H 2.72 -5.81 -2.56  C36 1.088
42 Br 2.65 -3.77 3.46  C43 1.952
43 C 3.20 -5.53 2.81  Br42 1.952, C44 1.506, H46 1.087, H47 1.092
44 C 3.94 -6.30 3.87  C43 1.506, Br45 1.948, H48 1.091, H49 1.089
45 Br 5.77 -5.65 4.08  C44 1.948
46 H 3.79 -5.36 1.91  C43 1.087
47 H 2.28 -6.04 2.54  C43 1.092
48 H 4.04 -7.35 3.58  C44 1.091
49 H 3.47 -6.24 4.85  C44 1.089
50 Br 2.55 4.67 2.93  C51 1.948
51 C 3.60 6.29 3.08  Br50 1.948, C52 1.507, H54 1.088, H55 1.090
52 C 2.79 7.51 2.71  C51 1.507, Br53 1.948, H56 1.090, H57 1.088
53 Br 2.58 7.66 0.78  C52 1.948
54 H 4.48 6.16 2.46  C51 1.088
55 H 3.91 6.34 4.13  C51 1.090
56 H 3.31 8.42 3.02  C52 1.090
57 H 1.79 7.50 3.14  C52 1.088
58 Br -6.22 2.36 0.34  C59 1.947
59 C -6.73 0.97 1.59  Br58 1.947, C60 1.508, H62 1.088, H63 1.090
60 C -5.84 0.96 2.81  C59 1.508, Br61 1.950, H64 1.090, H65 1.088
61 Br -4.11 0.15 2.43  C60 1.950
62 H -6.72 0.03 1.05  C59 1.088
63 H -7.76 1.21 1.87  C59 1.090
64 H -6.28 0.34 3.60  C60 1.090
65 H -5.64 1.96 3.21  C60 1.088
66 Br 1.49 -7.91 1.24  C67 1.949
67 C 0.87 -9.31 2.44  Br66 1.949, C68 1.507, H70 1.088, H71 1.090
68 C 1.71 -9.38 3.70  C67 1.507, Br69 1.948, H72 1.090, H73 1.088
69 Br 3.43 -10.23 3.36  C68 1.948
70 H 0.88 -10.24 1.87  C67 1.088
71 H -0.16 -9.05 2.68  C67 1.090
72 H 1.23 -10.00 4.45  C68 1.090
73 H 1.92 -8.40 4.12  C68 1.088
74 Br -6.02 6.83 -6.77  C75 1.948
75 C -4.42 7.06 -5.69  Br74 1.948, C76 1.507, H78 1.088, H79 1.090
76 C -3.78 5.74 -5.36  C75 1.507, Br77 1.947, H80 1.090, H81 1.088
77 Br -4.75 4.81 -3.96  C76 1.947
78 H -4.72 7.63 -4.80  C75 1.088
79 H -3.76 7.68 -6.29  C75 1.090
80 H -2.78 5.89 -4.96  C76 1.090
81 H -3.73 5.07 -6.21  C76 1.088

The frontier orbital gap comes out at 7.146 eV. As for the HOMO energy: -7.91 eV. The total energy comes out at -897040.9750 eV. Its spin multiplicity is 1.

So, what does the Löwdin scheme give us? The charges, in e, come out as: atom 1 (C): -0.328, atom 2 (P): 0.986, atom 3 (C): -0.312, atom 4 (C): -0.180, atom 5 (C): -0.025, atom 6 (C): -0.369, atom 7 (F): 0.098, atom 8 (F): 0.003, atom 9 (C): -0.115, atom 10 (C): -0.017, atom 11 (C): -0.030, atom 12 (C): -0.028, atom 13 (C): -0.078, atom 14 (C): -0.489, atom 15 (F): 0.099, atom 16 (F): 0.085, atom 17 (F): 0.104, atom 18 (C): 0.059, atom 19 (C): -0.374, atom 20 (O): 0.179, atom 21 (O): 0.057, atom 22 (C): -0.400, atom 23 (O): 0.140, atom 24 (H): 0.031, atom 25 (H): 0.028, atom 26 (H): -0.016, atom 27 (H): -0.037, atom 28 (H): -0.029, atom 29 (H): 0.047, atom 30 (H): 0.044, atom 31 (H): 0.097, atom 32 (H): 0.097, atom 33 (H): 0.134, atom 34 (Br): 0.722, atom 35 (C): -0.662, atom 36 (C): -0.687, atom 37 (Br): 0.603, atom 38 (H): 0.059, atom 39 (H): 0.047, atom 40 (H): 0.058, atom 41 (H): 0.053, atom 42 (Br): 0.587, atom 43 (C): -0.775, atom 44 (C): -0.714, atom 45 (Br): 0.616, atom 46 (H): -0.031, atom 47 (H): -0.063, atom 48 (H): 0.005, atom 49 (H): 0.052, atom 50 (Br): 0.653, atom 51 (C): -0.685, atom 52 (C): -0.693, atom 53 (Br): 0.617, atom 54 (H): 0.052, atom 55 (H): 0.057, atom 56 (H): 0.057, atom 57 (H): 0.051, atom 58 (Br): 0.654, atom 59 (C): -0.676, atom 60 (C): -0.655, atom 61 (Br): 0.712, atom 62 (H): 0.055, atom 63 (H): 0.058, atom 64 (H): 0.057, atom 65 (H): 0.056, atom 66 (Br): 0.705, atom 67 (C): -0.659, atom 68 (C): -0.681, atom 69 (Br): 0.636, atom 70 (H): 0.053, atom 71 (H): 0.060, atom 72 (H): 0.060, atom 73 (H): 0.038, atom 74 (Br): 0.597, atom 75 (C): -0.696, atom 76 (C): -0.681, atom 77 (Br): 0.645, atom 78 (H): 0.050, atom 79 (H): 0.058, atom 80 (H): 0.052, atom 81 (H): 0.059